DFT (ωB97M-V with the def2-TZVPD basis set) results for a structure of composition C44H117N7O13.

XYZ file:
```
181
Properties=species:S:1:pos:R:3:mulliken_charge:R:1
C 5.2728 -3.7547 3.2960 -2.053
C 3.7954 -3.6917 2.9068 1.522
C 3.3806 -2.1636 2.9156 -1.939
C 2.1256 -1.7973 2.2481 -1.091
C 2.0781 -2.4384 0.8701 2.752
C 2.3093 -3.9651 0.8277 1.887
N 3.5710 -4.2190 1.5710 0.374
O 4.1036 -5.4484 1.2595 -0.533
C 1.0839 -4.6978 1.4307 -1.595
C 2.5087 -4.3308 -0.6221 -1.681
C 2.9795 -4.3979 3.9549 -1.709
H 5.3935 -4.7909 3.6121 0.458
H 5.5302 -3.1153 4.1404 0.376
H 5.9420 -3.6010 2.4494 0.368
H 3.2437 -1.8286 3.9438 0.805
H 4.1974 -1.5322 2.5658 0.511
H 1.9645 -0.7345 2.0679 -0.184
H 1.2727 -2.2048 2.7909 0.294
H 2.8480 -1.8684 0.3500 0.266
H 1.0732 -2.1162 0.5973 -0.590
H 0.3315 -4.8017 0.6489 0.803
H 1.3230 -5.6754 1.8494 0.299
H 0.4876 -4.1558 2.1647 -0.170
H 1.7894 -3.7729 -1.2217 -0.277
H 3.4707 -4.0845 -1.0715 0.325
H 2.3868 -5.4073 -0.7418 0.507
H 3.0769 -5.4724 3.8003 0.404
H 1.9097 -4.2163 3.8513 0.164
H 3.3771 -4.1759 4.9452 0.471
H 3.5997 -6.0548 1.8072 0.394
C 2.3507 5.8764 -0.5466 -2.215
C 1.1467 5.8528 -1.4902 1.099
C 1.7561 5.7396 -2.9142 -1.163
C 0.8133 5.3386 -3.9828 -1.278
C -0.0762 4.1116 -3.5044 -0.735
C -0.8784 4.3173 -2.1345 0.660
N 0.2036 4.7729 -1.1707 1.143
O -0.1193 4.6332 0.1938 -0.527
C -2.0144 5.3761 -2.4193 -1.795
C -1.4379 2.9631 -1.5833 -1.154
C 0.4406 7.2363 -1.3464 -1.419
H 1.9130 6.0300 0.4398 0.438
H 3.0210 6.6927 -0.8160 0.592
H 2.8920 4.9307 -0.5757 0.235
H 2.0376 6.7328 -3.2641 0.468
H 2.6573 5.1267 -2.9302 0.519
H 1.2161 5.1115 -4.9699 0.456
H 0.1192 6.1684 -4.1161 0.310
H 0.6087 3.2694 -3.6019 0.010
H -0.8094 4.1266 -4.3109 0.723
H -1.7741 6.1431 -3.1556 0.306
H -2.8954 4.8932 -2.8421 0.521
H -2.3227 5.8696 -1.4976 0.370
H -2.0403 3.1499 -0.6944 0.285
H -1.9825 2.3736 -2.3210 0.143
H -0.5826 2.3197 -1.3766 -0.508
H 0.0006 7.4022 -2.3298 0.379
H 1.0796 8.0533 -1.0115 0.480
H -0.3721 7.3112 -0.6240 0.119
H -0.7257 5.3534 0.3813 0.400
C -0.3898 -2.6816 -4.7218 -0.199
O -1.5345 -3.3232 -4.1707 -0.491
H -0.6457 -2.2496 -5.6893 0.315
H 0.0412 -1.8619 -4.1471 -0.318
H 0.4631 -3.3057 -4.9884 0.350
H -1.2984 -4.0775 -3.6257 0.389
C -2.8723 0.7861 -2.5186 -0.856
O -3.9920 -0.0770 -2.4784 -0.471
H -3.1721 1.8282 -2.4082 0.536
H -2.2197 0.4362 -1.7187 -1.012
H -2.3126 0.6164 -3.4384 0.650
H -4.3670 -0.3598 -3.3157 0.488
C 2.9019 -1.4788 -2.0641 -0.913
O 4.1745 -2.0407 -2.2381 -0.888
H 2.6539 -0.6255 -2.6954 1.434
H 2.1564 -2.2508 -2.2547 0.264
H 2.7440 -1.1701 -1.0307 -1.050
H 4.7724 -1.4670 -1.7535 0.301
C 2.0758 2.5430 -1.3097 -0.944
O 1.6786 2.9315 -0.0439 0.623
H 2.6522 1.6181 -1.2898 0.051
H 1.1907 2.3544 -1.9174 -0.498
H 2.5290 3.3808 -1.8396 0.581
H 1.2127 3.7542 -0.2105 0.143
C -2.1839 -5.3620 0.0482 -1.156
O -1.0161 -4.5945 -0.3558 -0.904
H -1.9638 -6.4258 0.1376 0.342
H -2.4701 -4.8871 0.9867 0.180
H -2.9709 -5.2828 -0.7017 0.295
H -1.2526 -3.6797 -0.1865 1.219
C -0.0945 0.2193 -3.5561 0.740
O -0.2782 1.3996 -4.3106 -0.490
H -0.9391 -0.1510 -2.9751 -0.886
H 0.1189 -0.6225 -4.2148 -0.034
H 0.6647 0.4091 -2.7974 -0.124
H -1.0075 1.2553 -4.9181 0.415
C 0.7834 -0.0415 3.8544 -1.014
C -0.4349 0.1897 2.9789 1.752
C -1.6077 -0.6836 3.5049 -0.873
O -1.3112 -2.0902 3.3770 -0.312
C -2.4629 -2.8562 3.2586 -0.227
N -0.8195 1.6160 2.9863 -0.489
H 1.5197 0.7622 3.8611 0.305
H 1.2418 -0.9514 3.4672 -0.208
H 0.5064 -0.1023 4.9069 0.327
H -0.2700 -0.3153 2.0271 -0.539
H -2.3457 -0.4738 2.7306 -0.455
H -1.9783 -0.3886 4.4865 0.718
H -3.1677 -2.7251 4.0797 0.328
H -2.2017 -3.9138 3.2223 0.352
H -2.9428 -2.5231 2.3384 -0.574
H -0.0230 2.1376 2.6491 0.490
H -1.4943 1.7152 2.2414 -0.934
C -1.7184 -2.3628 -1.8325 -1.309
C -1.0686 -2.4173 -0.5344 2.172
C -0.2712 -1.1044 -0.1299 -0.809
O 0.5506 -0.5831 -1.1338 1.741
C 1.2212 0.6128 -0.7356 -0.149
N -2.0171 -2.7666 0.4499 0.870
H -2.2412 -3.2976 -2.0349 1.154
H -0.9451 -2.1786 -2.5783 -0.548
H -2.4744 -1.5899 -1.9706 -0.170
H -0.4174 -3.2905 -0.4950 -0.166
H 0.2876 -1.2487 0.7948 -0.665
H -0.9336 -0.2635 0.0754 1.640
H 0.5922 1.5030 -0.7372 -0.498
H 1.9352 0.8450 -1.5258 0.304
H 1.8746 0.3564 0.0983 -0.654
H -1.6460 -2.6320 1.3796 -1.828
H -2.7222 -2.0444 0.4161 0.250
C 4.9023 0.9353 -1.9208 -1.085
C 5.2589 0.1386 -0.6688 -1.214
C 4.1034 0.3051 0.3900 1.817
O 4.0788 1.6575 0.8662 -0.418
C 3.0665 1.8638 1.7782 -0.863
N 5.4845 -1.2087 -0.9977 -0.110
H 4.6620 1.9514 -1.6080 0.251
H 4.0008 0.5010 -2.3531 0.119
H 5.7548 0.9983 -2.5971 0.463
H 6.2578 0.3832 -0.3074 0.816
H 4.2704 -0.4903 1.1163 -0.896
H 3.1656 0.0044 -0.0772 0.552
H 2.1288 1.3980 1.4750 -0.241
H 2.7893 2.9115 1.8948 0.432
H 3.3703 1.4300 2.7309 0.525
H 6.4070 -1.4639 -1.3201 0.474
H 5.6111 -1.6596 -0.1029 0.014
C -5.2552 -0.0151 0.6001 -1.398
C -4.1454 -1.1061 0.6473 -0.231
C -4.5627 -2.4359 -0.1049 0.109
O -5.6132 -3.1289 0.5274 -0.558
C -5.3604 -3.5417 1.8557 -0.374
N -2.9362 -0.5826 -0.0044 0.516
H -5.1022 0.8337 1.2666 -0.052
H -6.0928 -0.6079 0.9675 0.699
H -5.4637 0.3468 -0.4067 0.058
H -3.9295 -1.3508 1.6873 0.575
H -3.7190 -3.1159 -0.2229 0.166
H -4.8519 -2.1800 -1.1242 0.408
H -5.9059 -4.4350 2.1600 0.365
H -5.5765 -2.7361 2.5574 0.188
H -4.3174 -3.8435 1.9517 -0.070
H -2.7071 0.2239 0.5588 -0.818
H -3.2334 -0.1435 -0.8640 -0.015
C -5.1325 3.1465 2.7741 -1.717
C -3.9209 2.1040 2.6012 -0.122
C -3.2232 2.3288 1.2767 -1.353
O -2.2246 1.2890 1.1445 0.641
C -1.5058 1.4332 -0.0565 -0.458
N -2.9844 2.3495 3.7039 -0.843
H -5.6145 2.9646 3.7347 0.388
H -5.8384 2.9326 1.9716 0.311
H -4.8114 4.1822 2.6635 0.361
H -4.3825 1.1516 2.8618 0.582
H -2.9018 3.3636 1.1585 0.572
H -3.9099 2.1653 0.4461 0.643
H -2.1549 1.1996 -0.9003 0.583
H -0.6356 0.7785 -0.0108 0.383
H -1.2366 2.4871 -0.1271 1.149
H -2.1411 1.8237 3.5241 0.133
H -2.6205 3.2495 3.4251 0.465
```

**Charge**: 0
**HOMO level**: -7.6 eV
**E_LUMO**: -0.05 eV
**Kohn-Sham gap**: 7.5 eV

=====

DFT (ωB97M-V with the def2-TZVPD basis set) results for a structure of composition C16H25OSTc.

XYZ file:
```
44
Properties=species:S:1:pos:R:3:mulliken_charge:R:1
C 1.6336 -0.3713 -2.6383 0.775
C 0.2571 -0.3726 -3.1369 -0.666
C 2.3638 0.8982 -2.4925 -0.720
C 2.1600 -1.5677 -1.9515 -1.041
H 3.2704 0.9448 -3.1177 0.320
H 2.6658 1.0132 -1.4330 -0.057
H 1.7042 1.7338 -2.7636 0.274
H 0.1351 -0.9651 -4.0479 0.363
H -0.0635 0.6523 -3.3354 0.312
H -0.4120 -0.7821 -2.3711 -0.215
H 2.3954 -2.3816 -2.6508 0.390
H 1.4319 -1.9538 -1.2160 0.016
H 3.0744 -1.3091 -1.4001 0.331
C -0.9258 2.6309 1.7931 -0.981
C 0.0473 3.0638 0.7976 -0.916
C -0.3823 2.5647 -0.4934 0.447
H 0.8660 3.7630 0.9512 0.563
C -1.5281 1.7273 -0.2854 -1.188
C -1.8784 1.8085 1.1165 0.045
H -2.7479 1.3603 1.5738 0.521
H -0.9497 2.8581 2.8526 0.680
H 0.0293 2.8492 -1.4685 0.585
H -2.0442 1.1522 -1.0679 0.430
C 0.7667 -0.4047 2.7843 -0.359
C 0.8228 0.9460 3.2720 -0.310
C 1.7891 1.6689 2.4651 -0.953
H 0.2133 1.3430 4.0797 0.533
C 2.3912 0.7287 1.5515 0.297
C 1.7345 -0.5382 1.7178 -0.992
H 1.9390 -1.4316 1.1379 0.401
H 0.0433 -1.1521 3.0799 0.532
H 2.0333 2.7267 2.5496 0.606
H 3.2349 0.9372 0.9021 0.573
Tc 0.1954 0.9763 1.2210 0.454
C -2.4548 -3.7310 -0.4357 -1.256
S -2.0653 -1.9650 -0.4311 0.613
C -3.2029 -1.4371 0.8481 -0.911
O -0.6568 -1.7915 0.1105 -0.545
H -3.3775 -3.8591 -1.0098 0.430
H -2.5742 -4.0732 0.5935 0.355
H -1.6326 -4.2637 -0.9152 0.362
H -3.8802 -2.2612 1.0860 0.486
H -2.6420 -1.1356 1.7362 0.112
H -3.7799 -0.5999 0.4417 0.306
```

**Charge**: +1
**Expectation value of S²**: 3.77
**Spin multiplicity**: 4
**HOMO level (spin up / spin down)**: -9.1 / -11.9 eV
**E_LUMO (spin up / spin down)**: -2.61 / -4.81 eV
**Kohn-Sham gap (spin up / spin down)**: 6.5 / 7.1 eV

=====

DFT (ωB97M-V with the def2-TZVPD basis set) results for an isolated molecule of CH2ClNS.

XYZ file:
```
6
Properties=species:S:1:pos:R:3:mulliken_charge:R:1
C 1.9407 0.4635 -0.1279 0.134
N -1.5191 0.1570 0.0115 -0.574
S 2.6244 -0.9107 -0.5218 -0.175
Cl 0.2797 0.8681 0.0409 0.084
H -1.5124 -0.7103 -0.4543 0.256
H -1.8133 0.1324 1.0516 0.276
```

**Charge**: 0
**Expectation value of S²**: 2.01
**Spin multiplicity**: 3
**HOMO level (spin up / spin down)**: -7.1 / -10.1 eV
**E_LUMO (spin up / spin down)**: -0.37 / -2.07 eV
**Kohn-Sham gap (spin up / spin down)**: 6.8 / 8.0 eV

=====

DFT (ωB97M-V with the def2-TZVPD basis set) results for an isolated molecule of Cl3H5Si3.

XYZ file:
```
11
Properties=species:S:1:pos:R:3:mulliken_charge:R:1
Si 1.6479 0.0279 -1.1314 0.347
Si 0.1512 -1.0695 0.4281 0.294
Si -1.5999 0.6118 0.9769 0.511
Cl -0.9495 -2.5578 -0.5145 -0.268
Cl -0.5322 2.2283 1.7654 -0.242
Cl -2.4883 1.2936 -0.8075 -0.220
H 2.9669 -0.5291 -1.6213 -0.089
H 1.1740 0.5010 -2.4471 -0.090
H 1.4031 1.2651 -0.2387 -0.095
H 0.7631 -1.7953 1.6259 -0.073
H -2.5363 0.0239 1.9642 -0.077
```

**Charge**: 0
**HOMO level**: -9.6 eV
**E_LUMO**: 0.18 eV
**Kohn-Sham gap**: 9.7 eV

=====

DFT (ωB97M-V with the def2-TZVPD basis set) results for a structure of composition C38H29ClCrN9O2PS2.

XYZ file:
```
83
Properties=species:S:1:pos:R:3:mulliken_charge:R:1
Cr -0.0431 -0.7060 -0.9529 -0.185
Cl 2.1286 -1.0828 5.8822 -0.198
C 2.3209 -0.7622 4.1868 -0.196
C 2.9558 0.4084 3.7760 -0.589
C 3.1116 0.6699 2.4240 -0.167
C 2.6399 -0.1784 1.4117 -0.055
O -0.0629 0.7925 0.2555 0.396
C 2.0156 -1.3404 1.8953 1.225
C 1.7104 -2.3477 0.9169 -1.024
N 1.4116 -2.0854 -0.3150 0.795
C 1.6008 -3.1277 -1.2445 -0.612
C 2.6349 -4.0252 -1.1799 -0.192
C 2.7421 -5.0654 -2.1270 -1.056
C 1.8315 -5.1916 -3.1346 -0.891
C 0.7754 -4.2565 -3.2495 0.745
C -0.2147 -4.3168 -4.2527 -0.796
C -1.2051 -3.3775 -4.2793 -1.189
C -1.1971 -2.3496 -3.3244 -0.074
N -0.2845 -2.2527 -2.3807 0.713
C 0.6845 -3.2105 -2.3139 0.294
C 1.8683 -1.6649 3.2551 -0.799
H 3.3349 1.0917 4.5255 0.498
H 3.6455 1.5821 2.1666 0.449
H 1.8134 -3.3967 1.2024 0.797
H 3.3847 -3.9247 -0.4062 0.699
H 3.5620 -5.7654 -2.0444 0.439
H 1.9065 -5.9928 -3.8577 0.441
H -0.1813 -5.1130 -4.9857 0.466
H -1.9881 -3.3992 -5.0229 0.490
H -1.9626 -1.5870 -3.3467 0.440
H 1.3948 -2.5901 3.5630 0.478
N -3.4900 0.3601 -1.2419 -0.102
C -2.6203 0.7088 -2.1906 0.030
N -1.3363 0.3977 -2.1884 0.845
C -0.6827 0.9391 -3.2961 -0.793
C -1.4721 1.6168 -4.1509 -0.050
S -3.1057 1.6095 -3.5872 -0.259
C 0.7678 0.7796 -3.3142 -0.934
C 1.6589 1.1593 -4.2468 -0.257
S 3.2711 0.9149 -3.6569 -0.250
C 2.6436 0.3100 -2.1332 -0.421
N 1.3050 0.2436 -2.1505 1.436
N 3.3884 0.0092 -1.1020 -0.377
H -3.2411 -0.3477 -0.5437 0.336
H -4.4606 0.5991 -1.3467 0.263
H -1.1918 2.1420 -5.0473 0.502
H 1.4738 1.5844 -5.2181 0.488
H 4.3851 0.1262 -1.2236 0.225
H 2.9676 -0.0049 0.0577 -0.406
O -1.1801 -1.6890 0.2997 0.366
N -2.4533 -1.6165 0.5464 -0.811
C -2.8510 -2.3392 1.5462 0.648
C -4.2400 -2.3032 1.8898 -0.112
N -5.3536 -2.2595 2.1659 -0.440
C -1.9127 -3.1294 2.2937 0.032
N -1.1203 -3.7461 2.8510 -0.522
C 1.5306 3.0075 0.4109 -1.212
P 0.0393 2.1503 0.9068 1.023
C -1.3486 3.1710 0.3970 0.808
C -1.3782 3.6748 -0.9050 -0.412
C -2.4675 4.4110 -1.3390 -0.650
C -3.5365 4.6399 -0.4810 -0.590
C -3.5156 4.1349 0.8101 -0.822
C -2.4225 3.4028 1.2522 -0.660
C -0.0271 1.9694 2.6787 1.074
C 0.2876 3.0239 3.5340 -0.963
C 0.1776 2.8518 4.9035 -0.829
C -0.2556 1.6350 5.4182 -0.566
C -0.5763 0.5883 4.5675 -0.602
C -0.4614 0.7515 3.1952 0.062
H 1.6279 3.9540 0.9415 0.532
H 1.4915 3.2080 -0.6599 0.423
H 2.3766 2.3559 0.6232 0.069
H -0.5523 3.4952 -1.5843 0.157
H -2.4829 4.8108 -2.3443 0.495
H -4.3844 5.2206 -0.8197 0.423
H -4.3458 4.3174 1.4789 0.446
H -2.4045 3.0165 2.2634 0.411
H 0.6203 3.9773 3.1406 0.360
H 0.4302 3.6644 5.5713 0.428
H -0.3348 1.5011 6.4888 0.416
H -0.8937 -0.3636 4.9729 0.483
H -0.6778 -0.0691 2.5226 -0.079
```

**Charge**: +1
**Expectation value of S²**: 3.77
**Spin multiplicity**: 4
**HOMO level (spin up / spin down)**: -10.3 / -10.3 eV
**E_LUMO (spin up / spin down)**: -3.24 / -3.23 eV
**Kohn-Sham gap (spin up / spin down)**: 7.0 / 7.0 eV

=====

DFT (ωB97M-V with the def2-TZVPD basis set) results for an isolated molecule of C16H26N2O3.

XYZ file:
```
47
Properties=species:S:1:pos:R:3:mulliken_charge:R:1
C -5.8686 -0.6699 0.9932 -1.635
H -5.4822 -1.5484 1.5051 0.408
H -6.4994 -1.0004 0.1708 0.349
H -6.4823 -0.1067 1.6921 0.403
C -4.7280 0.1995 0.4730 0.944
C -5.2629 1.4517 -0.2163 -1.418
H -4.4433 2.0253 -0.6423 0.311
H -5.7997 2.0794 0.4911 0.426
H -5.9415 1.1767 -1.0209 0.330
C -3.8623 -0.6115 -0.5017 -0.900
O -2.7652 0.0985 -1.0327 -0.390
C -1.7076 0.3257 -0.1217 -0.768
C -0.4980 0.7459 -0.9644 -0.187
C 0.7389 1.1071 -0.1348 -1.031
H 0.5712 2.0838 0.3244 0.453
H 1.5732 1.2010 -0.8318 0.346
C 1.0808 0.1030 0.9709 0.783
C 1.1065 -1.3353 0.4697 -0.011
O 0.4507 -2.2182 1.0002 -0.754
N 1.9363 -1.5896 -0.5545 0.464
H 2.4152 -0.8634 -1.0607 0.249
N 2.0395 -2.8746 -1.1223 -0.973
H 1.4040 -2.9385 -1.9215 0.255
H 1.6870 -3.5180 -0.4109 0.291
H 0.2862 0.1314 1.7242 0.471
C 2.3881 0.4736 1.7100 -1.807
C 3.6173 0.4888 0.8483 0.228
C 4.4134 -0.6454 0.7306 -0.075
C 5.5370 -0.6398 -0.0764 -0.696
C 5.8850 0.5037 -0.7754 -0.455
C 5.1100 1.6440 -0.6525 -0.722
C 3.9869 1.6367 0.1563 -0.044
H 3.3975 2.5367 0.2603 0.431
H 5.3827 2.5441 -1.1842 0.383
H 6.7615 0.5094 -1.4062 0.395
H 6.1428 -1.5297 -0.1584 0.387
H 4.1491 -1.5394 1.2754 0.386
H 2.5242 -0.2449 2.5210 0.485
H 2.2456 1.4624 2.1530 0.560
O -0.1691 -0.2877 -1.8670 -0.573
H -1.0069 -0.6023 -2.2313 0.397
H -0.7962 1.6368 -1.5442 0.529
H -1.4869 -0.6008 0.4236 0.506
H -1.9586 1.1187 0.5950 0.274
H -3.5065 -1.5271 -0.0054 0.400
H -4.4609 -0.8924 -1.3731 0.415
H -4.1046 0.5002 1.3220 0.179
```

**Charge**: 0
**HOMO level**: -8.7 eV
**E_LUMO**: 0.78 eV
**Kohn-Sham gap**: 9.5 eV

=====

DFT (ωB97M-V with the def2-TZVPD basis set) results for a cluster of 2 separate species, C4H16N4 in total.

XYZ file:
```
24
Properties=species:S:1:pos:R:3:mulliken_charge:R:1
C -1.1802 -1.9320 2.7555 -1.046
C 0.8726 -1.8662 1.3784 0.689
N -0.3532 -2.3034 1.5896 -0.166
N 1.5237 -1.1550 2.2897 -0.387
N 1.3701 -1.8644 0.1047 -0.466
H -0.8361 -2.8957 0.9352 0.249
H 1.2047 -1.2166 3.2441 0.252
H 2.2032 -0.4540 2.0500 0.231
H 0.8630 -2.4269 -0.5716 0.259
H 2.3466 -2.1367 0.0658 0.301
H -1.0518 -2.6666 3.5448 0.361
H -2.2191 -2.0847 2.4699 0.329
H -0.9989 -0.9120 3.0424 0.404
C -0.5640 2.0540 -1.4958 -0.241
C -0.3424 1.0006 -2.5382 -1.037
N -0.1821 3.4549 -2.0027 -0.363
H -1.5419 2.1899 -1.0477 0.341
H 0.0786 1.8802 -0.6333 0.246
H -1.2813 0.5166 -2.7825 0.333
H 0.3425 0.2034 -2.2719 0.214
H -0.8439 4.2140 -1.8278 0.356
H 0.7593 3.7353 -1.6963 0.363
H -0.0434 3.4296 -3.0146 0.369
H -0.1259 1.2358 -3.5881 0.410
```

**Charge**: +2
**HOMO level**: -17.6 eV
**E_LUMO**: -6.07 eV
**Kohn-Sham gap**: 11.5 eV

=====

DFT (ωB97M-V with the def2-TZVPD basis set) results for a cluster of 2 separate species, C2H3NO3 in total.

XYZ file:
```
9
Properties=species:S:1:pos:R:3:mulliken_charge:R:1
C -2.6808 0.4237 -2.0476 0.729
C 0.0200 -0.0802 0.3098 -0.589
N -1.2608 -0.3993 0.8008 0.032
O -2.1378 -0.5631 -2.2332 -0.363
O -3.2814 1.4023 -2.0234 -0.368
O -2.3721 0.0578 0.5460 -0.299
H 0.4526 -0.9700 -0.0947 0.271
H 0.7197 0.2784 1.1687 0.258
H 0.0663 0.5979 -0.4984 0.330
```

**Charge**: 0
**HOMO level (spin up / spin down)**: -9.1 / -9.1 eV
**E_LUMO (spin up / spin down)**: -0.37 / -0.37 eV
**Kohn-Sham gap (spin up / spin down)**: 8.7 / 8.7 eV

=====

Energy above the lowest of the compared OMol25 structures with the same formula, charge and spin? In order: 3334.6 0.0 245.8 79.5 39.6 240.3 29.3 332.0 kJ/mol.